136
Properties=species:S:1:pos:R:3:forces:R:3 method="wB97M-V/def2-TZVPD" multiplicity=1 charge=-1
C -1.6011 -2.8223 0.6871 -0.5 -0.5 -0.3
C -2.3128 -6.8880 2.0550 0.0 -0.2 0.0
H 2.7877 3.7177 -1.6304 0.1 0.0 0.1
H 2.4602 -4.1929 2.5292 -0.1 0.0 0.0
C 2.2585 2.6337 4.7152 0.0 -0.1 -0.7
H 3.9238 4.5634 2.8816 -0.1 0.2 0.1
H -4.3733 -6.4558 1.6577 -0.1 0.0 0.0
C -3.7328 -1.3560 0.9090 0.2 -0.1 -0.1
C 3.8156 3.6675 2.2771 -0.5 -0.5 0.1
C -0.6113 0.2784 3.2763 0.0 0.1 0.4
C -3.4015 -1.4019 3.6635 0.1 -0.2 0.0
H -5.6648 2.8629 -3.4877 -0.1 -0.1 0.0
Si 2.2369 2.6885 2.7942 0.0 0.9 0.6
C 0.7700 3.8054 2.3023 0.5 -0.5 0.1
C -4.4961 -0.7594 3.1110 -0.2 0.0 -0.1
C 4.1619 0.1504 3.0199 0.1 0.1 0.0
H 7.2597 1.8990 -1.9271 0.1 0.0 0.0
C -4.7934 3.1827 -2.9300 0.0 0.0 -0.1
C -0.6466 -0.4828 -3.9457 -0.1 -0.2 0.0
H 2.2060 1.9969 0.1096 0.2 0.0 0.0
H 1.6214 -5.4203 -1.3639 -0.1 -0.1 0.1
In 0.6080 -0.4335 0.7111 0.0 0.1 0.2
H -0.9386 2.7807 -3.5187 -0.1 -0.1 0.0
C -2.6079 4.0647 -1.4618 0.1 0.0 0.2
C -2.2724 1.7159 3.5060 0.1 0.2 -0.4
C -2.4039 -1.6450 -2.8443 0.1 0.0 0.1
C 3.1790 -5.0888 -2.7935 0.0 -0.1 0.0
C 6.0432 0.4207 -0.9540 0.0 -0.1 0.1
C 4.4155 -2.1928 2.6457 0.1 0.0 -0.1
C -0.4311 1.7130 -1.7218 -0.4 0.2 -0.5
H 1.3501 -3.0031 -0.8478 -0.1 -0.1 0.1
H -5.2230 -0.2781 3.7499 -0.1 0.1 0.0
H -0.7312 5.0788 -1.2584 0.0 -0.1 0.0
H 0.6204 4.5805 3.0509 0.1 0.1 0.2
H -1.6412 -2.5475 3.2571 0.1 0.0 0.1
C -4.6580 -0.7380 1.7385 -0.3 0.1 0.1
H 4.7197 3.0804 2.3970 0.2 -0.1 0.0
H -2.4426 5.5853 -2.9458 0.1 0.1 0.0
N 2.3960 -1.1102 2.0445 -0.7 -0.1 -0.2
H -1.3231 1.1088 -1.6820 0.0 0.0 -0.1
C 1.8573 3.1709 -1.6786 -0.1 0.1 0.0
H 2.9906 1.9229 5.0884 0.1 -0.1 0.1
C 5.4596 1.4844 -3.0066 0.2 0.1 -0.1
H 5.0035 -3.0984 2.6717 0.0 -0.1 0.0
C -3.1178 -4.7774 1.2453 0.0 -0.2 0.0
C 3.1275 -2.2089 2.1406 0.7 -0.6 0.2
C 2.0820 -3.3452 -1.5605 0.1 0.1 0.1
O -0.3329 -2.3860 0.9393 0.9 0.8 0.1
H 1.5150 -3.2416 1.3418 -0.1 -0.3 0.0
H -3.9504 -4.1586 0.9418 -0.1 0.1 0.0
N -0.9575 0.6230 2.0355 0.5 -0.5 -1.0
C -3.2830 2.8914 -1.0589 -0.3 0.6 -0.6
H -0.2018 -6.9942 2.3900 0.0 0.0 0.0
H -1.0548 3.8665 -0.0116 0.1 0.1 -0.1
C 4.2761 0.7633 -3.0466 -0.2 -0.2 0.0
C -2.6433 -2.0133 1.4543 0.0 0.2 -0.1
H 3.2993 -6.1376 -3.0295 0.0 -0.1 0.0
H 0.1901 -0.4209 3.4414 0.1 -0.1 0.1
H 3.7691 3.9745 1.2369 -0.1 0.0 -0.3
H 2.0247 -0.7853 -3.9652 -0.1 0.1 0.0
C -1.4936 -1.9983 -1.8500 -0.6 0.0 -0.4
C -0.2123 2.6384 -2.7344 0.1 0.0 0.0
C -1.3984 0.9211 4.2219 0.2 0.0 0.4
C -2.9929 4.7114 -2.6229 -0.1 0.1 -0.1
H 1.6454 0.6652 -3.0352 0.0 0.1 -0.1
H 1.2840 2.3295 5.0855 -0.2 -0.1 0.0
C 2.2396 -4.6861 -1.8597 -0.1 -0.1 0.0
C -1.5083 4.6506 -0.6185 -0.1 0.0 0.0
H -3.0374 2.3591 3.9028 -0.1 0.1 0.0
C 2.5086 -3.4877 1.6992 -0.1 0.1 -0.1
H -1.2656 6.1300 0.9376 0.1 0.1 0.1
H 1.1490 4.1338 -3.4660 0.0 0.0 -0.1
O 2.2204 -0.6490 -0.6121 -0.5 -0.2 0.4
C 3.8066 -2.7946 -3.1223 0.0 0.0 0.0
C 2.6200 -0.8979 -1.8962 0.0 0.1 -0.5
H -3.2576 -1.4150 4.7347 0.0 0.0 0.1
H 3.0925 -3.9349 0.8972 0.0 -0.1 0.0
H -5.5200 -0.2369 1.3162 0.0 0.0 -0.1
H -1.3441 0.8102 5.2894 0.1 0.0 0.2
H 5.6847 2.1810 -3.8035 0.0 0.1 0.0
C 3.9509 -0.1310 -2.0335 0.0 0.1 -0.1
C 0.2023 -0.8583 -2.9016 0.0 0.1 -0.7
C -2.7163 2.2356 1.1548 -0.6 0.4 -0.6
C -5.4311 0.2523 -2.3500 0.0 0.0 0.2
C 4.9235 -0.9821 3.1095 -0.1 0.0 0.1
H -4.7740 0.9188 -0.4152 -0.1 0.0 -0.1
H 0.2172 -4.6915 1.6151 0.1 0.1 0.0
H -5.8696 -0.6423 -1.9053 0.0 -0.1 0.0
C 3.9622 -4.1375 -3.4232 0.1 0.0 -0.2
C -1.0272 -6.3779 2.0574 0.0 -0.2 0.0
N 2.1093 1.1228 2.1125 -0.6 0.3 -0.4
C 1.6389 -0.4266 -3.0041 0.2 0.1 0.4
H -0.1457 3.2290 2.2373 -0.2 -0.2 0.0
N -0.2282 -1.5895 -1.8886 0.2 0.2 0.4
H -3.3661 3.0111 1.5987 0.1 -0.1 -0.1
H -2.8510 5.3588 0.9263 -0.1 0.0 0.1
H 4.5315 1.0996 3.3704 0.1 0.1 0.0
H -3.8727 -1.3293 -0.1621 0.0 0.0 -0.2
H -2.6409 -0.6172 -4.7174 -0.1 0.1 0.0
C 2.8839 0.0960 2.3984 0.6 0.3 0.4
C 4.8642 -0.2957 -0.9957 0.0 0.0 0.1
H 3.6159 0.9248 -3.8855 -0.1 0.0 0.0
H -4.4547 -0.0020 -2.7546 0.0 -0.1 -0.1
H 0.9325 4.2954 1.3460 0.1 0.1 -0.2
H -1.2407 -3.9045 -1.0972 -0.1 0.0 0.0
H 5.9106 -0.9436 3.5535 0.1 0.1 0.0
H -2.4564 6.5720 -0.2978 -0.1 0.1 0.0
C -3.3601 -6.0755 1.6519 -0.1 -0.1 0.0
C -1.9908 1.5212 2.1408 -0.1 -0.1 0.8
H -3.4204 -2.0079 -2.8041 -0.1 0.0 0.1
C -5.2591 1.3425 -1.2951 0.1 -0.1 0.0
C 2.8634 -2.3872 -2.1858 0.1 0.1 0.1
H -6.2466 1.7067 -0.9887 0.1 0.0 0.1
C 6.3453 1.3238 -1.9596 0.1 0.1 -0.1
H -4.3317 4.7706 -4.2965 0.0 0.1 -0.1
H -0.2602 0.0961 -4.7712 0.1 0.1 -0.1
H -2.9102 -3.3233 -0.9749 0.0 -0.1 -0.1
H 2.4927 3.6083 5.1366 0.0 0.2 0.0
H 4.4264 -2.0569 -3.6156 0.1 0.0 0.0
H 4.6113 -0.9775 -0.1997 0.0 -0.1 0.2
H 4.6941 -4.4445 -4.1589 0.1 0.0 0.0
C -4.0621 4.2667 -3.3792 0.0 0.1 -0.1
C -0.7857 -5.0803 1.6339 0.1 0.3 -0.1
C -2.4911 -2.0272 2.8395 -0.2 0.0 0.0
C -1.8245 -4.2614 1.2218 0.0 -0.1 0.0
C -4.4236 2.4961 -1.7856 -0.1 -0.1 0.4
N 0.4247 1.5344 -0.7345 -0.2 -0.8 0.4
C 0.9508 3.3895 -2.7053 0.0 -0.2 0.1
C 1.5476 2.2273 -0.7131 0.7 0.6 -0.1
H -6.0789 0.5813 -3.1615 0.0 0.0 -0.1
C -1.8657 -3.0399 -0.8443 0.1 0.2 0.4
C -1.9686 -0.8776 -3.9105 0.2 0.1 0.0
N -2.7197 2.0695 -0.1124 0.4 -0.7 0.7
C -2.0563 5.7499 0.2950 0.2 -0.2 0.0
H 6.7293 0.2821 -0.1317 0.0 0.0 0.1
H -2.4988 -7.9123 2.3505 0.0 0.0 0.1

---

159
Properties=species:S:1:pos:R:3:forces:R:3 method="wB97M-V/def2-TZVPD" multiplicity=1 charge=0
C -23.7737 -11.9979 -10.2021 -0.2 1.9 0.5
H -20.9820 -21.4956 -7.7061 -0.4 -0.4 -0.1
H -25.1012 -19.5638 -10.8842 -0.4 -0.8 -0.3
H -15.9091 -18.9805 -15.5696 -0.1 0.3 0.0
H -13.9648 -12.9288 -4.6827 0.1 0.2 0.3
H -13.7970 -12.8762 -9.7372 -0.2 0.7 0.3
C -19.3644 -12.7066 -4.4335 -0.2 1.0 -1.2
C -18.1612 -20.9703 -9.2063 1.2 -0.1 -2.0
H -21.1212 -17.5537 -13.8556 0.3 -0.6 0.7
C -16.8775 -16.7083 -9.3826 0.2 0.6 -0.2
C -14.0363 -22.0754 -7.0003 0.7 0.1 0.0
H -14.6526 -19.6897 -10.0295 0.0 0.1 0.4
H -15.9100 -17.0388 -9.0323 0.0 -0.3 -0.2
C -16.1213 -15.5446 -13.1099 -0.1 0.1 -0.4
H -16.2995 -12.8163 -5.4838 0.1 -0.7 0.2
C -14.4359 -12.1294 -9.2452 -0.7 -0.8 0.6
H -21.9191 -15.1823 -5.9500 -0.6 0.4 -0.1
H -24.2160 -17.9163 -7.9543 0.2 -0.2 0.5
C -13.6079 -20.7610 -6.9572 0.0 0.5 0.4
H -19.2364 -20.0639 -6.2900 -0.2 0.1 0.6
C -21.0985 -17.0578 -14.7886 -0.3 0.9 -0.4
H -21.8400 -14.1090 -8.3217 0.6 0.2 -0.2
H -20.3790 -11.5005 -1.4961 0.0 0.4 0.9
H -16.5313 -9.6057 -9.5752 0.0 -0.2 0.2
C -14.8010 -21.6949 -9.2719 0.7 0.6 0.8
C -19.4727 -17.2446 -6.3874 -0.4 -0.2 -2.8
O -22.5359 -16.3996 -11.7718 0.0 -0.2 0.7
N -20.4671 -13.3300 -13.7030 -0.8 -0.6 -1.0
C -14.5242 -22.5484 -8.1911 -1.2 -0.6 -1.3
O -18.7593 -18.4083 -14.2240 -0.5 -0.1 1.6
C -17.9341 -20.3312 -8.0418 0.7 0.9 0.9
C -18.8765 -16.9735 -10.7022 0.5 0.1 -0.9
H -18.1856 -13.1319 -13.6032 0.2 -0.1 0.2
C -15.9540 -16.2052 -5.1508 0.7 0.4 0.3
C -20.1827 -11.4694 -2.5360 0.3 0.1 -1.2
C -19.8237 -11.8829 -12.2333 0.0 0.1 0.4
H -14.1769 -17.1701 -4.5406 0.3 -0.2 0.4
C -19.9608 -16.4445 -16.8911 -1.4 -0.3 2.1
H -16.6798 -14.8772 -8.2521 0.0 0.3 0.1
C -19.3107 -15.7281 -10.2637 -0.5 -0.9 0.1
H -19.1102 -16.5294 -17.5198 0.5 0.0 -0.4
C -22.7331 -13.5292 -8.4698 -0.7 -0.3 1.0
H -14.7852 -23.6078 -8.3204 0.1 0.5 0.3
N -12.5905 -15.0943 -3.9697 -0.4 -1.0 0.2
C -14.6604 -16.2220 -4.6590 0.0 -0.3 -0.2
O -23.7972 -14.4177 -7.9884 0.1 0.6 -0.4
C -17.2916 -15.4434 -8.9283 -0.5 -1.6 -0.6
C -16.0113 -10.4536 -9.1530 1.1 -0.8 -1.0
O -19.8717 -13.1335 -9.5729 0.3 -0.2 -0.1
C -14.7755 -20.1552 -14.1970 1.0 0.8 1.2
H -14.8670 -10.8785 -10.8680 0.2 -0.1 0.0
H -14.9581 -12.9441 -7.2627 0.4 0.6 -0.4
O -13.0074 -18.1083 -6.9072 0.4 0.4 0.9
N -19.0461 -13.5975 -2.1558 -0.4 -0.3 -0.1
C -24.4084 -14.9350 -9.0580 1.2 1.0 -0.6
C -21.1771 -16.3647 -7.6444 2.1 -0.6 0.1
O -18.4987 -13.2460 -7.9308 0.2 0.1 -0.3
H -15.2811 -22.0686 -10.1590 0.0 -0.1 -0.1
C -24.7117 -18.7074 -10.3940 0.1 1.5 -0.3
C -13.9678 -15.0363 -4.4535 -0.6 -0.6 -0.2
N -18.8951 -17.9707 -15.3298 1.9 -1.2 -0.9
H -13.9081 -20.8044 -14.1648 0.5 0.0 -0.2
O -13.8064 -17.7562 -8.8653 0.1 -0.5 0.4
H -21.0877 -15.0840 -18.1163 -0.1 -0.6 0.7
C -19.0651 -20.4976 -7.2448 -1.4 -0.7 -0.4
C -17.6148 -17.4331 -10.3293 -0.6 0.9 1.1
C -13.8327 -19.9182 -8.0262 -0.7 0.0 -0.6
H -16.7611 -13.8628 -11.7411 0.3 0.0 0.4
O -15.8549 -20.9844 -13.8448 -0.7 -0.5 0.2
C -18.5375 -15.0252 -9.3678 0.8 0.8 -0.5
C -19.9810 -21.2430 -7.9726 0.8 0.6 0.1
C -22.2128 -16.2709 -15.1308 0.7 -1.0 -0.4
C -16.0074 -11.0786 -7.9564 0.7 -1.5 0.8
C -21.2176 -15.8487 -6.3885 -0.8 0.2 0.2
C -15.0204 -12.1383 -7.9991 -0.6 -0.3 0.2
H -17.2895 -18.3675 -10.7173 0.5 -0.6 -0.1
H -22.9767 -14.9196 -16.5543 -0.3 -0.2 -0.4
C -21.0875 -15.6951 -17.1868 0.5 0.7 -1.5
H -21.0734 -9.9158 -5.4142 0.0 0.1 0.1
H -13.7578 -18.7843 -12.6649 -0.6 -0.6 -0.1
H -20.7747 -14.1826 -14.1409 -0.2 0.0 0.0
C -16.1498 -20.8552 -12.5666 -1.1 -0.2 1.2
C -14.5478 -13.8298 -4.7297 -0.6 0.5 -0.6
N -17.5952 -13.9520 -13.6447 0.4 -0.3 -0.3
C -19.9962 -17.1002 -15.6289 -0.7 0.5 -1.7
H -16.4499 -17.1626 -5.2743 -0.2 0.3 -0.2
C -19.9201 -11.6905 -5.2414 -0.1 -1.1 -0.1
C -17.4944 -14.7473 -14.7492 0.4 -0.7 0.7
H -15.3493 -16.1436 -12.6269 -0.4 0.4 0.1
N -13.5289 -18.4882 -7.9167 0.1 0.1 -1.0
C -19.9704 -12.2606 -14.4007 -1.0 -0.5 -1.3
C -23.1023 -17.2283 -11.1100 -0.1 -1.2 -0.6
H -17.5441 -14.9857 -5.8692 0.4 0.2 0.2
H -22.7392 -12.6742 -7.7856 0.1 0.0 -0.5
H -23.8213 -11.6904 -11.2608 -0.1 -0.5 0.4
C -16.6004 -15.7691 -14.4335 -0.3 0.5 -0.7
C -23.0993 -13.2820 -9.9304 0.8 -1.2 -0.1
H -25.4865 -18.1662 -9.8262 0.3 -0.3 -0.1
C -20.6141 -10.6075 -4.7184 0.6 0.2 -0.8
H -19.1014 -10.3873 -13.6878 -0.1 0.2 -0.2
H -19.7370 -17.7282 -8.4436 0.2 -0.5 -0.6
C -22.2000 -15.6411 -16.3593 0.2 0.9 0.7
C -20.6479 -10.4190 -3.3629 -0.6 -1.3 2.1
H -16.3014 -16.5288 -15.1523 0.0 0.1 0.4
H -19.4955 -11.4289 -11.3383 -0.1 0.3 0.9
H -18.8363 -13.5030 -4.9467 -0.1 -0.1 0.5
C -14.4650 -20.3330 -9.1813 -0.1 -1.3 -0.4
C -14.7538 -19.1526 -12.9938 0.4 1.1 -1.6
H -24.1360 -19.6865 -7.6585 0.3 0.5 -0.4
C -16.5309 -14.9724 -5.4463 -1.4 -0.8 -0.3
H -18.1075 -14.5723 -15.6220 0.2 0.0 0.0
O -12.2089 -16.1271 -3.4666 -0.1 -0.7 0.2
N -19.3949 -21.5135 -9.2008 -1.0 -0.2 0.9
H -15.3539 -18.2832 -13.3110 0.2 -0.1 0.3
H -13.9195 -22.7413 -6.1565 0.1 0.1 0.0
H -14.1552 -19.0546 -15.8840 0.5 0.4 -0.4
N -20.0347 -17.1885 -7.6685 -1.1 0.5 1.3
C -19.5146 -12.5784 -3.0714 -0.7 1.5 -0.1
C -20.4152 -13.1209 -12.3641 0.7 0.9 -0.6
O -18.7998 -14.6756 -2.6482 0.4 -0.5 0.0
H -16.6672 -10.9999 -7.1216 -0.3 0.6 0.2
H -17.0970 -19.7108 -7.7448 0.2 -0.3 -0.3
H -18.5983 -17.8058 -6.2003 0.6 -0.5 0.1
H -15.2083 -20.4615 -16.1775 0.1 0.1 -0.5
C -16.7649 -14.4072 -12.6613 -0.2 0.0 -0.2
N -18.9707 -13.6900 -8.9639 -0.9 -0.1 1.3
H -22.6433 -18.6980 -7.5734 -0.1 0.0 -0.2
H -23.0858 -16.2398 -14.4934 0.2 0.1 0.2
C -19.5932 -11.3243 -13.5173 0.6 0.2 1.4
H -20.3171 -15.4226 -10.4958 0.0 0.3 -0.2
H -21.1975 -9.6268 -2.8417 0.3 -0.1 -0.6
H -20.0578 -12.1552 -15.4708 0.1 -0.4 0.0
O -18.1050 -18.2905 -16.2284 -0.9 0.8 0.0
H -13.1060 -20.3303 -6.1164 0.1 0.0 0.5
O -23.9294 -14.4168 -10.2135 -0.8 0.1 0.5
O -22.6153 -17.8665 -10.0284 0.9 1.7 -0.2
O -18.9891 -13.3309 -0.9763 0.2 0.0 0.3
O -15.4399 -19.8249 -11.9668 -0.8 -1.5 -0.5
H -22.8633 -19.7943 -9.8399 -0.2 -0.9 -0.3
C -23.5976 -18.8136 -8.0953 -1.0 -0.1 0.6
H -19.7788 -22.0818 -9.9436 0.1 0.2 0.3
H -24.7791 -12.0225 -9.7458 0.3 0.2 -0.3
H -17.5453 -21.0430 -10.1003 -0.3 0.0 0.4
C -23.4489 -18.9336 -9.5815 0.4 0.1 0.2
N -15.0625 -11.1432 -9.9181 -0.5 1.7 -1.3
O -24.2693 -17.7940 -11.4573 -0.4 -0.1 0.4
O -11.9086 -14.1254 -4.0889 0.9 1.7 -0.3
C -15.0175 -19.5924 -15.5549 -0.4 -0.6 0.3
O -16.9682 -21.5353 -11.9986 1.0 0.7 -0.4
C -15.8611 -13.7951 -5.2311 0.7 0.7 0.3
H -19.8940 -11.8453 -6.3210 0.2 0.2 0.3
C -20.1980 -16.4247 -5.6326 0.1 0.7 2.0
H -19.4275 -17.5470 -11.4624 0.0 0.4 0.6
H -20.7641 -13.8444 -11.6559 0.2 0.0 -0.2
H -22.2685 -13.4776 -10.5894 0.5 0.5 0.1
H -20.0207 -16.2389 -4.5947 0.1 0.2 0.4
H -21.7385 -16.1366 -8.5260 -0.1 -0.3 -0.2
O -25.2258 -15.7764 -9.0350 -1.5 -1.6 0.3
H -23.1897 -11.1929 -9.6727 -0.6 -0.6 -0.5

---

no.,gap between HOMO and LUMO (hartree),E_HOMO (eV)
1,0.2594,-4.683
2,0.2678,-8.197